Record 1
The following is a DFT calculation (the ωB97M-V functional and the def2-TZVPD basis) of a structure of composition C27H40BN6S3Sr in a non-equilibrium geometry.

```
78
Properties=species:S:1:pos:R:3:forces:R:3:mulliken_charge:R:1
Sr -0.00251 -0.02608 -0.59908 0.1000 -0.0555 5.5211 1.633
S -0.91569 -1.99179 1.40255 -0.0634 -0.4115 -0.4483 -0.388
S -1.23884 1.75964 1.37382 -0.2630 0.3530 -0.4748 -0.316
S 2.14631 0.19400 1.38968 0.4467 0.0646 -0.5064 -0.359
N -3.24983 -1.11519 2.57927 -0.0056 -0.0458 0.0483 0.462
N 2.63041 -2.24880 2.63091 -0.0238 0.0330 -0.0258 0.569
N 0.63148 3.41524 2.59881 -0.0342 -0.0280 -0.0170 0.597
N 0.39171 1.44824 3.51481 -0.2347 0.1016 0.1196 -0.305
N 1.03883 -1.04918 3.52121 0.2305 0.1534 0.1606 -0.243
N -1.43335 -0.36462 3.52759 0.0333 -0.2605 0.1181 -0.012
C -0.62316 1.28598 -2.80086 0.4458 -0.9247 -0.8777 -0.457
C 0.61209 4.66257 1.77539 0.0297 0.0546 -0.0178 1.175
C 4.34606 -1.93439 0.78746 -0.0026 0.0323 -0.0012 -2.031
C -1.89387 -1.13607 2.52607 0.0714 0.1465 -0.0363 0.098
C 1.12125 -2.22234 4.23188 0.0688 -0.0807 0.0258 -1.376
C -5.63236 -1.50043 2.09803 0.0217 0.0119 0.0174 -2.204
C -3.63225 -0.31145 3.64111 0.0475 0.0934 -0.0423 -0.183
C 3.72194 -2.86644 1.81812 0.0353 -0.0482 -0.0153 1.173
C -0.04462 2.23978 2.51339 0.0898 -0.1701 0.0087 0.207
C -2.50644 0.14653 4.21643 -0.0984 -0.0033 0.0474 -1.336
C 3.11976 -4.07508 1.10064 -0.0272 -0.0046 -0.0358 -1.414
C 0.50326 -1.31333 -2.85122 -0.2684 0.6429 -0.7892 -0.441
C -3.99534 -1.41366 0.24377 0.0254 0.0102 -0.0283 -1.478
C 1.95268 -1.07527 2.53034 -0.1835 -0.0022 0.0171 0.176
C 0.45755 5.84840 2.73308 -0.0132 0.0029 0.0119 -1.662
C 1.94824 4.73319 1.03522 0.0106 -0.0235 -0.0346 -1.421
C -0.52598 4.73482 0.76505 -0.0194 -0.0263 0.0019 -2.047
C 1.36562 2.11685 4.21585 0.0489 0.0903 0.0236 -1.417
C -3.99637 -3.35345 1.87432 0.0241 -0.0281 -0.0101 -1.623
C -4.19986 -1.85115 1.69666 -0.0658 0.0225 -0.0325 1.227
C 2.09357 -2.96982 3.68649 -0.0971 -0.0098 0.0361 -0.255
C 1.35376 -0.17829 -2.86021 -1.0299 0.0804 -0.8414 -0.541
C 0.78605 1.11751 -2.83812 -0.5096 -0.5126 -0.8002 -0.506
C 4.82934 -3.30214 2.78280 0.0053 0.0118 0.0112 -1.662
C 1.52608 3.32507 3.65387 0.0549 -0.0756 0.0472 -0.246
C -0.90320 -1.15901 -2.81280 0.5778 0.8480 -0.8653 -0.412
C -1.46074 0.14469 -2.79230 0.6606 -0.0903 -0.8178 -0.372
B 0.00282 0.01598 3.96494 -0.0081 0.0069 -0.2862 1.529
H -5.86096 -1.81702 3.11523 0.0093 -0.0109 0.0195 0.515
H -2.37127 0.79635 5.06164 -0.0096 0.0042 0.0286 0.604
H 5.65880 -3.71528 2.21031 0.0043 -0.0158 -0.0044 0.462
H 0.47390 -2.41889 5.06677 0.0033 -0.0096 0.0358 0.604
H -0.45302 5.74584 3.32379 -0.0180 -0.0010 -0.0112 0.391
H -3.97418 -0.32274 0.18210 -0.0290 0.0116 -0.0005 0.352
H -2.98768 -3.65318 1.60035 -0.0139 0.0039 -0.0069 0.303
H -4.82713 -1.77876 -0.35859 -0.0122 -0.0149 -0.0205 0.523
H 5.19707 -2.44828 3.35223 0.0081 0.0164 -0.0117 0.387
H 2.44567 -3.94746 3.95054 0.0039 -0.0095 0.0309 0.545
H 2.42452 -0.30054 -2.93649 0.0350 -0.0109 0.1019 0.422
H 3.86937 -4.52917 0.45274 0.0135 -0.0155 -0.0005 0.456
H 2.19616 4.12248 3.90758 0.0058 0.0089 0.0308 0.546
H 0.92968 -2.30430 -2.92251 0.0259 -0.0291 0.1057 0.455
H -2.53444 0.26921 -2.81398 -0.0345 -0.0032 0.1066 0.412
H -4.65677 -0.12507 3.88842 -0.0368 -0.0013 0.0392 0.537
H 1.43057 1.98390 -2.89166 0.0091 0.0357 0.0902 0.445
H -4.70686 -3.89039 1.24527 -0.0157 -0.0084 -0.0113 0.465
H 1.29882 5.95405 3.41523 0.0126 0.0007 -0.0032 0.418
H 4.71007 -1.01137 1.23170 0.0206 -0.0058 0.0185 0.450
H 0.38805 6.76767 2.15313 0.0115 0.0128 -0.0055 0.458
H 1.85938 1.66655 5.05732 0.0106 0.0067 0.0332 0.611
H 2.77154 -4.83388 1.80044 -0.0035 -0.0072 0.0186 0.372
H 1.96234 5.60664 0.38344 0.0061 0.0191 -0.0014 0.452
H -6.30734 -2.03241 1.42940 -0.0010 -0.0052 0.0062 0.453
H -1.05563 2.27555 -2.82606 -0.0011 0.0375 0.0923 0.418
H -3.06544 -1.81436 -0.15496 -0.0380 0.0117 0.0086 0.243
H 2.79077 4.80787 1.72184 0.0083 0.0006 0.0176 0.371
H 3.65100 -1.66893 -0.00409 -0.0033 -0.0184 0.0016 0.342
H -0.49042 5.73181 0.32476 -0.0080 0.0092 -0.0181 0.546
H -0.42316 3.99765 -0.02603 0.0147 0.0055 -0.0012 0.355
H 2.26774 -3.76675 0.49114 0.0177 0.0136 -0.0125 0.220
H -1.49891 4.59018 1.22824 -0.0052 0.0217 0.0181 0.445
H 2.09127 3.83750 0.42710 -0.0210 0.0093 -0.0126 0.237
H -1.54586 -2.02641 -2.85392 -0.0273 -0.0244 0.1065 0.405
H 0.01117 0.02263 5.16898 -0.0139 -0.0015 0.0273 -0.210
H -4.17660 -3.63636 2.91189 -0.0173 -0.0038 0.0160 0.405
H 4.50161 -4.06666 3.48455 -0.0077 -0.0114 -0.0014 0.412
H -5.83728 -0.43388 2.00137 0.0045 0.0172 -0.0272 0.480
H 5.18872 -2.47119 0.35032 0.0119 0.0024 -0.0154 0.549
```
Positions in Å, forces in eV/Å.

Properties
Kohn-Sham gap: 6.4 eV
Total energy: -71607.75359 eV
F_max: 5.522 eV Å⁻¹
Net charge: +1
HOMO level: -10.00 eV

Record 2
The following is a DFT calculation (the ωB97M-V functional and the def2-TZVPD basis) of a structure of composition C32H51InN2OP3 in a non-equilibrium geometry.

```
90
Properties=species:S:1:pos:R:3:forces:R:3:mulliken_charge:R:1
In -1.02861 -0.92557 0.93500 2.0923 1.6963 -0.7276 0.368
P -2.94487 -0.89489 -1.01730 -0.5817 0.2303 -1.6774 0.664
P 0.87802 1.73069 1.83471 -1.5659 -1.4331 -1.4813 0.573
P -0.61297 -3.91598 -0.74496 0.0321 0.7603 -1.5446 1.231
O -2.00438 -3.40636 3.24911 0.6417 1.1979 -1.6409 -0.213
N -0.49957 -1.77351 -3.98119 -0.5944 -0.0936 2.2607 -0.532
N 0.17630 0.70931 0.81534 -0.0519 0.0918 0.6050 -0.207
C -1.09520 0.96156 3.72660 -0.0839 0.0632 -0.0704 -1.215
C 0.72495 -2.14424 -3.56214 -0.0752 1.2961 -0.0747 -0.103
C -4.29698 -1.98250 -0.43647 -0.1257 0.0492 0.1000 -1.313
C -0.28701 1.91407 -3.87498 -0.6625 0.6306 -0.2480 -0.781
C 0.92040 -3.45683 -3.03060 0.2864 -0.7786 -0.3318 0.111
C 0.81170 -4.52835 0.17067 0.0353 -0.2382 0.1601 -1.175
C -0.29150 -4.24492 -2.53615 0.4274 -0.5536 -0.6839 -1.238
C 3.73415 1.45780 2.32366 0.2714 -0.1647 0.0587 -1.912
C 2.28908 0.94451 4.24494 0.2993 -0.0968 0.1382 -1.908
C -2.04087 -4.90658 -0.28226 -0.0604 -0.4330 0.1275 -1.209
C 2.22078 -3.92328 -2.89417 -1.1970 0.2002 0.0160 -0.354
C 1.49468 0.15671 -3.73705 -0.1895 0.0645 0.0853 -0.558
C -3.12193 -1.11026 -2.89685 -0.0426 0.1512 -0.4138 -1.223
C 1.79658 4.43457 1.54964 0.1552 0.2529 -0.3363 -1.955
C 0.15538 0.56190 -3.85622 -0.3464 -0.4999 0.1085 1.059
C 1.81203 -1.18564 -3.49110 -0.5039 -0.4639 0.0686 1.010
C -0.49548 2.21633 3.06073 0.7336 0.2588 0.1980 1.808
C 3.09857 -1.66486 -3.11213 0.4011 -0.7446 -0.0094 -1.036
C -1.67074 -2.44196 2.72456 -1.0582 -1.5170 3.3806 0.104
C -1.64187 2.20380 -3.98998 1.3037 0.3136 -0.4119 -0.565
C -2.21789 -0.12395 -3.60751 -0.5345 0.3819 -0.7660 0.040
C 2.36663 0.87356 2.71192 -0.0119 0.2850 0.1564 2.610
C 2.35463 -0.60289 2.28016 0.0084 -0.0286 -0.1463 -2.012
C 2.53620 2.76251 -0.20219 0.2227 0.0099 -0.0731 -1.929
C -1.61350 2.92617 2.28038 -0.1902 0.0065 0.0454 -1.841
C 0.22589 3.58625 -0.21418 -0.1773 -0.0455 -0.0599 -1.660
C 3.30349 -3.02348 -2.90831 0.4687 1.0896 -0.4078 -0.504
C -2.60548 1.18179 -3.89302 0.0764 -1.1417 0.4374 -0.405
C 1.38555 3.20070 0.72135 0.1216 0.3639 0.7110 2.159
C -0.00220 3.14470 4.17916 -0.3476 0.1750 0.3763 -1.816
C -0.85573 -0.48020 -3.87637 1.3399 -0.0276 0.2970 -0.144
C -3.68152 0.76374 -0.77993 -0.2021 0.0592 -0.0153 -1.340
H -4.68451 0.78761 -1.22824 0.1822 0.1207 0.1364 0.440
H -1.73271 -5.96236 -0.27456 -0.3366 0.1733 0.0402 0.477
H -5.26102 -1.50012 -0.64725 0.1514 -0.2805 0.0509 0.475
H 3.15937 0.39464 4.63662 -0.2253 0.1297 -0.0488 0.541
H 2.38491 -4.99170 -2.76112 0.0427 0.2303 0.4278 0.438
H -3.66595 1.41076 -3.99771 0.1795 0.0970 0.4791 0.444
H 1.72607 -4.02735 -0.17709 -0.2965 -0.1358 0.0878 0.306
H -4.17798 -0.94351 -3.16316 0.2176 -0.0446 0.0988 0.650
H 0.93956 4.90999 2.04870 0.2583 -0.2127 -0.1484 0.315
H -2.52545 2.92717 2.89693 0.2230 0.0252 -0.0459 0.637
H -2.84042 -2.14458 -3.14708 -0.1192 0.3305 0.1342 0.340
H 2.20852 5.18289 0.85294 -0.0683 -0.1360 0.2251 0.509
H -4.20213 -2.13113 0.64645 -0.1298 -0.0547 -0.1899 0.293
H -0.18449 2.68292 -0.68050 -0.0170 0.1960 0.0593 0.194
H -1.36298 3.97495 2.07357 -0.0863 -0.3363 0.0609 0.236
H -1.18800 -3.95906 -3.11056 0.2940 -0.1107 0.3111 0.430
H -0.57097 4.14656 0.28466 0.2020 -0.2273 -0.1460 0.209
H 2.56608 3.43074 -1.07591 -0.0824 -0.1468 0.2304 0.604
H -4.24938 -2.95829 -0.93725 -0.0504 0.2812 0.1547 0.310
H 4.49442 0.95278 2.94001 -0.1823 0.1387 -0.1193 0.587
H 3.91835 -0.95100 -2.99493 -0.2130 -0.2806 -0.1367 0.426
H 0.62319 4.23813 -1.00774 -0.0566 -0.1593 0.2492 0.591
H -0.34633 0.26202 4.11600 -0.2909 0.1331 -0.1861 0.114
H -2.85737 -4.75448 -1.00437 0.3303 -0.1036 0.2568 0.333
H 2.28790 0.90473 -3.76611 -0.1442 -0.1303 0.0386 0.479
H 0.49322 2.59038 4.98344 -0.1227 0.2426 -0.2431 0.394
H -2.38327 -4.62283 0.72257 0.0552 -0.1056 -0.2732 0.292
H -0.80152 -2.41349 -0.08575 0.2408 -0.9212 0.2661 -0.643
H 4.30757 -3.41372 -2.73410 -0.2702 0.2304 0.0099 0.413
H 3.81633 2.53208 2.53375 -0.0131 -0.2797 -0.1594 0.255
H 3.99210 1.24893 1.28004 -0.0877 0.1143 0.3144 0.392
H 0.45463 2.71939 -3.81218 -0.3302 -0.3124 -0.1160 0.403
H 2.57819 4.22145 2.29289 -0.2593 0.0471 -0.1588 0.243
H 2.36828 1.97506 4.61322 -0.0252 -0.3285 -0.0721 0.387
H -1.71642 1.29152 4.57293 0.1343 -0.0751 -0.1888 0.596
H -1.84727 2.40660 1.34078 0.1292 0.1835 0.2107 0.120
H -0.12313 -5.32973 -2.65129 -0.0399 0.2452 -0.0787 0.616
H 2.33572 -0.68464 1.18690 -0.0208 -0.0406 0.2476 0.343
H 3.51591 2.84268 0.27791 -0.3104 -0.0822 -0.1711 0.327
H 0.89566 -5.61385 0.01936 0.1259 0.2626 0.1279 0.378
H 0.67351 -4.31714 1.24130 0.0568 -0.0738 -0.2769 0.388
H 2.36609 1.74175 -0.56947 0.1201 0.1490 0.0588 0.375
H 0.65674 3.94413 3.82280 -0.1605 -0.2342 0.1671 0.237
H -3.75806 0.98720 0.29358 -0.0157 -0.0282 -0.2393 0.418
H 1.48200 -1.13855 2.67790 0.1345 0.0922 -0.0610 0.149
H -0.89642 3.61145 4.61919 0.2775 0.0401 0.0139 0.525
H 3.25937 -1.10729 2.65442 -0.2108 0.2242 0.0058 0.551
H 1.39860 0.46086 4.65975 0.2616 0.2477 -0.0563 0.286
H -1.77281 0.42560 3.04598 0.1303 0.1020 0.1299 -0.080
H -3.05424 1.53115 -1.25059 -0.0912 -0.2095 0.1619 0.270
H -1.97619 3.23428 -4.14049 0.1946 -0.3543 0.1500 0.398
```
Positions in Å, forces in eV/Å.

Properties
Kohn-Sham gap: 5.4 eV
Total energy: -72070.80539 eV
Energy relative to the best compared isomer or geometry (same formula, charge and spin): 358.3 kJ/mol
F_max: 3.853 eV Å⁻¹
Net charge: +1
HOMO level: -8.68 eV